DFT (wB97M-V/def2-TZVPD) results for C36H20MnN10S4Sb as an isolated structure at a distorted geometry.

Results
Orbital gap (spin up / spin down): 6.40 / 6.41 eV
Highest occupied orbital energy (spin up / spin down): -13.31 / -13.32 eV
Total charge: +2

Geometry as XYZ:
```
72
Properties=species:S:1:pos:R:3:forces:R:3:mulliken_charge:R:1
Mn -0.56572 -0.18855 -1.00850 -0.30 0.25 -0.42 -0.401
C 1.58826 -6.44964 -0.91521 0.02 0.08 0.03 -0.661
C 0.94848 -6.49555 -2.14596 -0.03 0.02 0.01 -0.710
C 0.23617 -5.40160 -2.63144 -0.01 0.27 0.21 -0.112
C 0.20664 -4.26982 -1.84280 0.54 -0.62 0.40 0.414
C -0.46616 -2.99985 -1.99021 -0.77 0.59 -0.66 -1.148
N -1.28903 -2.57738 -2.87884 0.21 -1.06 0.11 -0.583
C -1.80633 -1.36342 -2.57881 0.08 0.23 0.84 -0.977
C -2.93551 -1.06875 -1.72305 -0.24 0.90 0.01 2.140
C -3.88219 -1.84850 -1.05874 -0.01 0.08 0.17 -0.799
C -4.86406 -1.18697 -0.34423 0.22 -0.36 -0.12 -0.764
C -4.91622 0.21015 -0.27897 0.20 0.32 -0.13 -0.810
C -3.99494 1.00286 -0.93658 0.06 -0.07 0.13 -0.691
C -2.99766 0.35476 -1.66766 -0.19 -0.92 -0.09 1.893
C -1.91312 0.80692 -2.50376 0.32 -0.43 0.46 -0.903
N -1.66671 2.13087 -2.77089 -0.71 0.66 -0.06 -0.323
C -0.93600 2.72469 -1.69798 0.47 0.11 -0.22 0.182
N -0.60024 1.80937 -0.65675 0.12 0.39 0.86 1.095
C -0.63838 2.49195 0.49806 -0.09 -0.70 -1.71 -0.395
N -0.48454 1.99426 1.71310 0.15 -0.59 1.22 -0.592
C -0.20477 0.73784 1.92474 0.04 0.56 -0.65 -0.116
N 0.02175 -0.25026 0.98889 -0.33 -0.25 -0.35 0.681
C 0.43180 -1.36736 1.67278 -0.07 0.24 -0.76 -0.130
N 0.83094 -2.51912 1.18896 0.48 -0.12 0.78 -0.668
C 0.57891 -2.88707 -0.04689 -1.05 0.76 -0.68 0.017
N -0.16156 -2.16768 -0.91428 0.71 -0.18 0.59 0.922
C 0.87120 -4.20795 -0.60135 -0.11 -0.56 -0.73 -0.006
C 1.56339 -5.30349 -0.12125 -0.14 0.26 -0.01 -0.188
C 0.40175 -1.11973 3.10042 -0.22 0.67 0.94 0.214
C 0.62740 -1.94268 4.18825 -0.03 0.15 -0.38 -0.200
C 0.41844 -1.40193 5.45225 0.01 0.07 0.05 -0.691
C 0.02202 -0.07926 5.61596 0.02 -0.08 0.05 -0.718
C -0.19545 0.75539 4.52332 0.02 -0.03 -0.44 -0.174
C -0.01349 0.21112 3.26423 0.26 -0.85 0.73 0.152
C -0.96475 3.89139 0.27380 -0.20 0.51 -0.68 0.303
C -1.11822 4.95774 1.14350 0.07 -0.20 -0.14 -0.322
C -1.51408 6.17138 0.59747 0.03 0.02 0.06 -0.732
C -1.72699 6.31521 -0.76891 0.02 0.00 -0.07 -0.703
C -1.54892 5.25518 -1.65111 0.00 -0.19 0.12 -0.755
C -1.18417 4.04449 -1.10330 -0.15 0.28 0.64 0.193
N -1.26886 -0.23136 -3.08459 0.35 -0.05 -0.43 -0.139
H 2.11349 -7.32151 -0.55764 0.06 -0.08 0.00 0.446
H 0.99121 -7.39814 -2.73375 0.03 -0.12 -0.05 0.471
H -0.27016 -5.42642 -3.58230 -0.09 -0.06 -0.12 0.616
H -3.85061 -2.92550 -1.11820 -0.04 -0.10 0.00 0.582
H -5.61952 -1.76008 0.17082 -0.06 -0.06 0.03 0.441
H -5.70754 0.67812 0.28596 -0.07 0.04 0.04 0.453
H -4.04510 2.08068 -0.89866 -0.06 0.10 -0.01 0.572
H 2.05898 -5.27739 0.83577 0.05 0.00 0.12 0.573
H 0.93182 -2.96541 4.04858 0.06 -0.19 0.02 0.598
H 0.56196 -2.02500 6.32174 0.02 -0.02 0.09 0.459
H -0.13213 0.30368 6.61358 0.00 0.03 0.07 0.439
H -0.50916 1.78000 4.64409 -0.05 0.10 0.04 0.597
H -0.92796 4.83504 2.19671 -0.04 0.03 0.17 0.591
H -1.65595 7.02582 1.24043 0.00 0.07 0.08 0.459
H -2.03182 7.27304 -1.15978 -0.03 0.12 -0.01 0.454
H -1.69514 5.37303 -2.71342 -0.04 0.03 -0.10 0.551
S 1.60569 -2.77267 -4.68581 -0.47 1.41 0.04 -0.358
Sb 0.87142 -0.67811 -4.57519 0.79 -0.97 0.22 0.976
S 1.66387 -0.11359 -1.87326 -0.09 -0.31 -0.17 -0.287
S -0.09488 2.63247 -3.32102 0.21 -0.09 -0.18 -0.153
S 2.54393 1.74460 -2.06002 -0.12 0.10 -0.07 -0.191
C 3.72643 1.74839 -0.80494 -0.10 -0.50 0.38 0.696
N 3.74148 0.81013 0.17643 -0.03 0.37 -0.34 0.288
C 4.69099 0.84487 1.13181 0.50 0.24 0.22 0.163
C 5.64961 1.82529 1.09748 -0.19 0.02 -0.20 -0.731
C 5.54254 2.78966 0.07467 0.18 -0.40 0.54 -0.003
N 4.59641 2.74054 -0.82935 -0.37 0.14 -0.60 -0.521
H 3.02163 0.08314 0.15367 0.15 0.07 -0.04 -0.314
H 4.65113 0.08409 1.89769 -0.02 -0.08 -0.05 0.477
H 6.45051 1.85922 1.81818 -0.05 -0.02 0.10 0.411
H 6.23782 3.61433 -0.01790 0.08 0.00 0.13 0.446
```
Positions in Å, forces in eV/Å.

***

DFT (wB97M-V/def2-TZVPD) results for a 7-piece molecular cluster, C36H24BF4O24 overall at a distorted geometry.

Results
Orbital gap: 6.21 eV
Energy above the lowest of the compared OMol25 structures with the same formula, charge and spin: 73.6 kcal per mole
Highest occupied orbital energy: -6.77 eV
Total charge: -1

Geometry as XYZ:
```
89
Properties=species:S:1:pos:R:3:forces:R:3:mulliken_charge:R:1
B -0.59387 1.06024 0.02188 -1.41 0.47 -0.97 0.163
F -0.14290 1.88810 -1.00239 0.15 0.35 0.02 -0.400
F -0.18390 -0.21010 -0.21684 0.57 -1.84 -0.39 -0.343
F -0.07329 1.45585 1.25151 0.09 0.68 1.10 -0.481
F -2.04537 1.07589 0.04586 1.00 0.31 0.33 -0.287
C 2.41246 -2.45717 -5.30013 -0.95 -2.33 -5.24 -0.866
C 1.95108 -2.92430 -6.66095 2.30 2.96 7.52 -0.109
C 0.52762 -2.90441 -6.81047 -3.55 0.75 1.23 1.278
O -0.03224 -3.32674 -7.78803 0.33 -1.06 -2.42 -0.613
C -0.39061 -2.38727 -5.77633 1.87 3.23 5.92 -0.843
C 0.19072 -1.82279 -4.48838 -4.74 -1.23 -4.11 0.380
C 1.59474 -1.93069 -4.19458 4.26 1.17 2.21 0.910
O 2.16910 -1.48414 -3.11139 -2.89 -1.88 -4.10 -0.598
O -0.58221 -1.16963 -3.58318 -6.31 -1.62 -12.32 -0.322
O 2.71391 -3.31323 -7.66081 3.33 1.51 3.89 -0.475
H 3.44815 -2.65033 -5.18371 0.87 0.34 0.63 0.466
H -1.50768 -2.20780 -5.90880 1.89 -0.59 -0.21 0.349
H -0.13370 -1.15820 -2.90524 7.14 0.94 11.81 0.143
H 2.08724 -3.58213 -8.22402 -3.60 -2.05 -4.67 0.308
C 2.84955 -6.34697 -0.03373 5.17 -0.88 6.05 -0.594
C 3.69754 -5.77078 1.19125 -3.94 -4.85 -4.38 0.052
C 3.44872 -4.42546 1.60720 -0.12 3.98 -3.12 0.923
O 4.01288 -3.95855 2.55841 0.79 -0.15 2.31 -0.625
C 2.78820 -3.45359 0.67722 -4.12 -2.97 -4.23 -0.901
C 1.94889 -4.04517 -0.48910 1.75 1.61 3.26 0.527
C 2.04623 -5.49324 -0.89400 -0.71 -1.90 -0.12 0.651
O 1.36814 -5.98308 -1.81047 1.26 1.29 1.36 -0.574
O 0.96373 -3.48547 -1.22946 2.02 -3.31 0.25 -0.229
O 4.44606 -6.50188 2.07434 -2.73 -2.27 -4.65 -0.482
H 3.00486 -7.51965 -0.06351 -0.70 2.77 -0.67 0.258
H 2.65571 -2.40026 0.96961 0.12 -0.73 -0.12 0.485
H 0.96899 -2.62907 -0.94644 -0.67 4.47 0.94 0.161
H 4.79161 -5.86319 2.60628 1.81 3.09 3.15 0.349
C -3.86701 -0.72663 4.78303 1.11 0.50 -0.42 -0.719
C -3.37895 0.27600 3.85180 0.07 -3.54 1.82 0.456
C -4.34475 1.30317 3.25019 -0.37 -1.24 2.02 0.697
O -3.96561 2.21622 2.58409 0.85 0.72 -0.96 -0.586
C -5.76035 1.17590 3.61845 -1.98 -4.53 3.77 -0.578
C -6.25095 0.13952 4.58413 0.08 2.31 -1.37 0.517
C -5.25772 -0.75718 5.35973 -0.19 -1.65 0.16 0.431
O -5.59244 -1.55968 6.27873 0.79 2.88 -2.96 -0.594
O -7.69161 0.03407 4.96411 5.57 -4.69 0.75 -0.460
O -2.08778 0.26742 3.38424 -2.52 0.63 0.85 -0.428
H -3.30989 -1.65887 5.25925 -0.49 2.51 -1.39 0.243
H -6.42269 1.84176 3.09960 -0.42 0.16 -0.04 0.478
H -7.76173 0.84232 4.63878 -2.75 6.17 -2.14 0.282
H -2.02186 1.08138 2.84434 0.27 -0.30 -0.29 0.215
C 5.40666 3.05310 -2.26385 -6.11 -2.67 -1.06 -0.996
C 4.01620 2.45785 -2.55635 3.02 -0.76 3.19 0.168
C 3.24953 2.94250 -3.70691 -2.48 0.17 -2.26 0.893
O 2.11146 2.55905 -4.10993 2.69 0.06 2.03 -0.594
C 3.89345 3.91177 -4.52052 8.30 3.04 5.20 -0.631
C 5.20221 4.69860 -4.14809 -7.41 -3.48 -4.49 0.525
C 5.94590 4.14046 -3.03516 0.30 0.47 -0.61 0.519
O 7.04071 4.60306 -2.84252 1.53 0.29 0.82 -0.560
O 5.66327 5.60295 -5.07048 -1.08 -0.01 1.04 -0.469
O 3.39285 1.39920 -1.86058 3.05 2.22 -0.45 -0.332
H 6.08445 2.78197 -1.48812 -0.19 -0.67 0.68 0.450
H 3.42838 4.27129 -5.29222 -2.80 1.72 -4.45 0.460
H 4.89581 5.93879 -5.63047 1.35 -0.92 1.14 0.349
H 2.43234 1.33965 -1.93217 -0.34 0.50 -0.73 0.231
C 3.55804 3.59187 5.54627 4.31 0.98 -4.19 -0.763
C 4.54702 3.90001 4.45615 -3.27 -0.98 3.31 0.173
C 4.13665 3.63407 3.04983 -2.20 -0.86 -0.23 0.719
O 4.83384 3.88762 2.10831 2.02 0.71 -0.88 -0.607
C 2.80891 3.09084 2.76298 -5.29 -1.17 3.59 -0.366
C 1.77364 2.84514 3.91128 2.16 1.18 -4.67 0.503
C 2.19541 3.00879 5.36949 3.03 1.13 -3.15 0.253
O 1.56598 2.65211 6.29020 -2.06 -0.91 2.23 -0.494
O 0.45111 2.59576 3.70837 2.25 -0.30 -0.57 -0.337
O 5.74951 4.46891 4.67874 -3.26 0.04 3.56 -0.501
H 3.97787 3.59922 6.52490 -0.09 0.29 0.75 0.412
H 2.42277 2.99351 1.67332 0.95 0.15 2.12 0.355
H 0.33870 2.30089 2.75975 -0.11 0.28 0.68 0.554
H 6.47414 4.42865 4.12374 1.49 -0.65 -2.78 0.324
C -6.91991 0.79749 -0.58776 4.86 2.11 -0.89 -0.945
C -5.52078 0.49825 -0.34321 -1.66 2.92 -5.35 0.275
C -5.17307 -0.63382 0.44285 2.08 -3.13 2.93 0.675
O -3.99185 -0.94939 0.59797 0.41 0.62 -0.72 -0.583
C -6.11560 -1.46188 1.09278 -7.42 0.64 0.68 -0.226
C -7.68168 -0.92621 1.00827 9.05 -2.79 -0.71 0.852
C -7.96368 0.27387 0.14578 -4.46 -1.34 2.76 0.430
O -9.16517 0.65428 0.18829 2.54 -0.26 -0.69 -0.615
O -8.53473 -1.77263 1.46081 -1.59 0.04 0.31 -0.434
O -4.41682 0.99277 -1.15391 -7.30 0.40 1.14 -0.446
H -7.28535 1.64871 -1.18210 0.83 -0.40 -0.05 0.338
H -5.88800 -2.50895 1.65640 -0.35 2.95 -1.44 0.113
H -7.95835 -2.50760 1.70127 -0.50 -0.47 0.46 0.328
H -3.66880 0.64728 -0.75548 3.42 -1.31 1.70 0.384
```
Positions in Å, forces in eV/Å.

***

- Which of these has the lowest total charge?
  C36H24BF4O24